a | 8
Properties=species:S:1:pos:R:3:mulliken_charge:R:1 method="wB97M-V/def2-TZVPD" homo_energy_ha=-0.3579 lumo_energy_ha=0.0280 homo_lumo_gap_ev=10.5 smiles=Nc1nnon1
N -1.400 -0.024 -0.043 -0.35
C -0.076 -0.204 -0.043 0.49
N 0.741 1.080 -0.001 -0.19
N 1.857 0.667 -0.027 -0.04
O 1.869 -0.700 -0.049 -0.05
N 0.610 -1.305 0.074 -0.32
H -2.104 -0.564 -0.264 0.15
H -1.497 1.051 0.353 0.30

b | 8
Properties=species:S:1:pos:R:3:mulliken_charge:R:1 method="wB97M-V/def2-TZVPD" homo_energy_ha=-0.3494 lumo_energy_ha=0.0175 homo_lumo_gap_ev=10.0 smiles="O=c1nn[nH][nH]1"
O 2.047 0.001 0.085 -0.49
C 0.873 0.096 -0.086 0.41
N 0.005 -1.160 -0.085 -0.15
N -1.188 -0.871 0.082 -0.26
N -1.386 0.448 0.021 0.07
N -0.135 1.089 -0.060 -0.17
H -2.441 0.753 0.036 0.30
H -0.240 2.122 0.106 0.29

c | 8
Properties=species:S:1:pos:R:3:mulliken_charge:R:1 method="wB97M-V/def2-TZVPD" homo_energy_ha=-0.3557 lumo_energy_ha=0.0050 homo_lumo_gap_ev=9.8
C 0.819 -0.005 -0.147 0.33
H 0.079 2.148 0.116 0.28
H -0.054 -2.142 0.446 0.39
N -0.037 1.119 -0.091 0.04
N -1.310 0.623 -0.094 -0.27
N -1.349 -0.643 0.054 -0.22
N -0.110 -1.030 -0.288 -0.06
O 1.962 -0.071 0.004 -0.49

d | 8
Properties=species:S:1:pos:R:3:mulliken_charge:R:1 method="wB97M-V/def2-TZVPD" homo_energy_ha=-0.3174 lumo_energy_ha=-0.0086 homo_lumo_gap_ev=8.4
C 1.293 0.840 0.010 -0.05
N 2.101 -0.185 0.009 0.41
N 0.004 0.520 0.013 -0.04
N 2.150 -1.325 -0.005 -0.38
N -0.363 -0.677 0.021 -0.29
O -1.744 -0.804 0.008 -0.39
H 1.624 1.857 0.009 0.36
H -1.903 -1.756 -0.013 0.38

Name the least stable of them. d.

a | 7
Properties=species:S:1:pos:R:3:mulliken_charge:R:1 method="wB97M-V/def2-TZVPD" charge=+1 homo_energy_ha=-0.5112 lumo_energy_ha=-0.2627 homo_lumo_gap_ev=6.8
C 0.934 -0.215 -0.014 -0.11
C -1.183 -0.449 0.076 0.10
N 1.384 2.097 0.142 -0.48
N 1.258 0.972 0.000 0.50
Br -1.417 -2.192 -0.007 0.26
Br -2.282 0.949 -0.015 0.28
H 1.307 -1.160 -0.183 0.44

b | 7
Properties=species:S:1:pos:R:3:mulliken_charge:R:1 method="wB97M-V/def2-TZVPD" charge=+1 homo_energy_ha=-0.5621 lumo_energy_ha=-0.2365 homo_lumo_gap_ev=8.9
C 0.596 0.405 0.013 0.01
C 1.921 0.075 -0.021 0.05
N -0.285 2.736 -0.395 -0.09
N 0.121 1.720 -0.285 0.45
Br 2.396 -1.722 -0.108 0.10
Br 3.298 1.333 0.032 0.09
H -0.206 -0.324 -0.006 0.40

Name the least stable of them. a.

a | 57
Properties=species:S:1:pos:R:3:mulliken_charge:R:1 method="wB97M-V/def2-TZVPD" homo_energy_ha=-0.3283 lumo_energy_ha=-0.0141 homo_lumo_gap_ev=8.6 smiles="CCCNC(=O)NC(=O)COC(=O)c1ccc(S(=O)(=O)N(C)c2ccccc2OC)cc1"
C 0.279 3.500 4.906 -0.92
C 1.068 3.489 6.210 -0.37
C 2.521 3.058 5.996 -0.91
N 2.597 1.725 5.444 -0.10
C 2.936 1.513 4.171 0.41
O 3.430 2.304 3.402 -0.65
N 2.699 0.183 3.707 -0.12
C 1.936 -0.780 4.280 0.76
O 1.581 -0.790 5.437 -0.71
C 1.582 -1.925 3.327 -0.52
O 1.384 -1.491 1.990 -0.37
C 0.469 -0.510 1.833 0.61
O -0.112 -0.012 2.764 -0.67
C 0.280 -0.126 0.417 0.47
C 0.809 -0.889 -0.625 -0.51
C 0.566 -0.516 -1.933 -0.91
C -0.186 0.617 -2.187 0.32
S -0.662 0.960 -3.882 1.34
O -0.947 2.354 -4.035 -0.72
O 0.289 0.343 -4.755 -0.69
N -2.103 0.128 -4.015 0.19
C -3.280 0.780 -3.492 -0.84
C -1.960 -1.273 -3.924 -0.33
C -1.561 -1.950 -5.065 -0.11
C -1.364 -3.320 -5.047 -0.90
C -1.579 -4.022 -3.876 -0.63
C -1.969 -3.360 -2.723 -0.71
C -2.146 -1.983 -2.723 1.04
O -2.479 -1.254 -1.613 -0.16
C -2.665 -1.929 -0.392 -1.16
C -0.700 1.394 -1.165 -0.53
C -0.466 1.020 0.144 -0.82
H -0.725 3.882 5.075 0.40
H 0.195 2.496 4.494 0.07
H 0.772 4.131 4.170 0.32
H 1.070 4.488 6.650 0.33
H 0.593 2.808 6.920 0.31
H 3.062 3.077 6.948 0.29
H 3.017 3.727 5.290 0.42
H 2.118 0.976 5.935 0.32
H 2.969 0.067 2.737 0.26
H 0.678 -2.409 3.712 0.30
H 2.401 -2.647 3.290 0.36
H 1.388 -1.771 -0.403 0.50
H 0.947 -1.082 -2.768 0.52
H -3.398 0.647 -2.414 0.29
H -4.158 0.383 -4.002 0.31
H -3.173 1.837 -3.724 0.37
H -1.396 -1.375 -5.961 0.52
H -1.051 -3.833 -5.942 0.39
H -1.440 -5.092 -3.847 0.41
H -2.118 -3.929 -1.819 0.39
H -3.503 -2.630 -0.445 0.45
H -2.887 -1.154 0.340 0.25
H -1.759 -2.461 -0.086 0.40
H -1.267 2.276 -1.413 0.52
H -0.855 1.595 0.972 0.52

b | 57
Properties=species:S:1:pos:R:3:mulliken_charge:R:1 method="wB97M-V/def2-TZVPD" homo_energy_ha=-0.3019 lumo_energy_ha=0.0142 homo_lumo_gap_ev=8.6 smiles="CCc1ccccc1N(CC(=O)N/N=C/c1ccc(OC(=O)OC)c(OC)c1)S(C)(=O)=O"
C -1.526 -1.955 -1.110 -1.17
C -2.633 -1.035 -1.630 -0.37
C -3.965 -1.433 -1.066 0.37
C -4.635 -2.538 -1.582 -0.69
C -5.838 -2.966 -1.053 -0.66
C -6.404 -2.289 0.014 -0.88
C -5.763 -1.181 0.534 -0.48
C -4.551 -0.757 0.003 -0.28
N -3.922 0.399 0.533 0.74
C -3.426 0.409 1.891 -0.77
C -1.958 -0.051 1.906 0.13
O -1.571 -1.021 2.510 -0.61
N -1.190 0.758 1.131 0.39
N 0.098 0.478 0.874 -0.67
C 0.746 1.234 0.083 -0.51
C 2.130 0.961 -0.239 0.20
C 2.825 1.785 -1.120 -0.97
C 4.149 1.516 -1.416 -0.60
C 4.779 0.426 -0.847 0.68
O 6.099 0.152 -1.191 -0.42
C 6.991 0.099 -0.193 0.74
O 6.815 0.452 0.935 -0.53
O 8.135 -0.376 -0.688 -0.36
C 9.207 -0.460 0.241 -0.62
C 4.091 -0.431 0.033 0.70
O 4.786 -1.493 0.503 -0.40
C 4.163 -2.329 1.452 -0.95
C 2.770 -0.143 0.331 -0.46
S -4.172 1.835 -0.229 1.31
C -5.693 2.517 0.485 -1.07
O -4.401 1.593 -1.617 -0.65
O -3.078 2.695 0.145 -0.79
H -0.563 -1.644 -1.508 0.33
H -1.713 -2.983 -1.412 0.43
H -1.474 -1.925 -0.025 0.26
H -2.414 -0.001 -1.365 0.07
H -2.675 -1.099 -2.719 0.51
H -4.197 -3.069 -2.414 0.47
H -6.336 -3.827 -1.472 0.40
H -7.343 -2.617 0.433 0.40
H -6.198 -0.641 1.364 0.48
H -3.483 1.431 2.273 0.43
H -4.009 -0.262 2.527 0.48
H -1.632 1.574 0.686 0.52
H 0.280 2.109 -0.385 0.37
H 2.335 2.637 -1.566 0.39
H 4.709 2.145 -2.089 0.47
H 10.039 -0.898 -0.305 0.21
H 9.471 0.532 0.611 0.29
H 8.929 -1.090 1.088 0.30
H 3.878 -1.769 2.346 0.38
H 4.907 -3.079 1.714 0.24
H 3.281 -2.821 1.031 0.35
H 2.192 -0.756 1.003 0.77
H -5.841 3.496 0.050 0.44
H -6.502 1.852 0.212 0.34
H -5.578 2.590 1.558 0.33

Name the least stable of them. b.